Entry 1:
Below is 2 unconnected molecules or ions with the total composition C3H6N2O, with properties calculated with ωB97M-V with the def2-TZVPD basis set.

```
12
Properties=species:S:1:pos:R:3:lowdin_charge:R:1
C -0.11370 -0.52830 -1.87157 0.018
C -0.49752 -0.26661 -0.64656 -0.259
N -1.31485 -0.36111 0.31367 -0.016
N -0.99959 -0.84392 1.51458 0.004
H -0.57942 -1.33224 -2.42363 0.061
H 0.62076 0.07269 -2.38315 0.053
H -0.67069 0.08413 2.06342 0.135
H -0.08880 -1.32001 1.52579 0.091
C 0.84651 1.06816 0.41828 -0.173
O 0.72117 0.81324 1.63868 -0.115
H 0.38588 1.96662 -0.00685 0.104
H 1.69025 0.64736 -0.14266 0.098
```

The orbital gap is 9.3 eV. Its HOMO energy is -0.3466 Ha. As for the multiplicity: 1. The calculated total energy is -8231.4766 eV. The SMILES is C=C=NN.C=O.


Entry 2:
Below is a single C8H14N2O3S molecule, with properties calculated with ωB97M-V with the def2-TZVPD basis set.

```
28
Properties=species:S:1:pos:R:3:lowdin_charge:R:1
C -3.78472 2.22249 0.12476 0.043
C -2.74133 1.49176 0.62762 -0.159
N -1.53425 1.19736 0.01295 -0.082
C -1.21358 1.44440 -1.27200 -0.091
C -0.27447 0.63064 -1.66976 -0.079
N 0.20370 -0.05316 -0.58852 -0.114
C 1.09475 -1.23080 -0.57556 -0.170
C 2.49649 -0.78872 -0.41015 -0.293
C 2.87268 -0.33337 0.95044 -0.122
C -0.79729 -0.01872 0.35630 -0.206
S -2.05937 -1.49347 -0.21176 0.748
O -2.01188 -1.85086 -1.60938 -0.300
O -3.34006 -1.71860 0.46381 -0.339
O -0.99048 -2.53779 0.69112 -0.254
H -4.56681 2.44566 0.72064 0.003
H -3.83855 2.57789 -0.95424 0.074
H -3.01366 1.16345 1.58445 0.100
H -1.82862 2.13741 -1.86031 0.134
H 0.24008 0.43529 -2.59678 0.139
H 0.82574 -1.77646 -1.56758 0.165
H 0.67922 -1.74779 0.33486 0.106
H 2.95805 -1.71059 -0.72162 0.104
H 2.83323 -0.09829 -1.21102 0.126
H 3.99418 -0.09740 0.97511 0.095
H 2.24315 0.55131 1.25977 0.082
H 2.66387 -1.08041 1.81348 0.103
H -0.55009 -0.19359 1.37383 0.150
H -1.68330 -3.12193 0.96973 0.037
```

The orbital gap is 8.2 eV. Its HOMO energy is -0.2786 Ha. As for the multiplicity: 1. The calculated total energy is -28477.1362 eV. The SMILES is C=CN1C=CN(CCC)[C@@H]1S(=O)(=O)O.


Entry 3:
Below is a molecular structure, C54H50CsN8O5P, with properties calculated with ωB97M-V with the def2-TZVPD basis set.

```
119
Properties=species:S:1:pos:R:3:lowdin_charge:R:1
Cs -0.28340 0.86934 0.88256 1.272
O 3.51645 3.62898 0.78268 -0.034
C 2.84929 2.58372 0.89514 -0.657
O 1.80841 2.26447 0.26341 -0.283
C 3.31951 1.59621 1.99802 -0.105
C 2.46223 1.75367 3.27284 -0.254
C 3.18458 1.10185 4.46888 -0.098
C 2.92194 -0.40378 4.19557 -0.107
C 2.16951 -0.33242 2.85706 -0.296
O 1.37260 0.84601 3.07060 -0.255
C 3.15619 0.06344 1.74167 -0.109
C 2.79272 -0.37773 0.29611 -0.649
O 3.68173 -0.27110 -0.55857 0.002
O 1.64092 -0.89279 0.13087 -0.327
H 4.35437 1.85600 2.21837 0.137
H 2.08054 2.75906 3.43764 0.163
H 4.24560 1.35396 4.48601 0.107
H 2.73888 1.41990 5.41257 0.103
H 3.83412 -0.99867 4.13360 0.101
H 2.27584 -0.83502 4.96249 0.107
H 1.52442 -1.17325 2.60790 0.123
H 4.11703 -0.42643 1.92007 0.138
C -5.01354 -3.14846 -1.16113 -0.111
C -5.69606 -2.01483 -0.72938 -0.101
C -5.11167 -1.14126 0.17195 -0.037
C -3.82799 -1.40284 0.64593 -0.246
C -3.14430 -2.52673 0.20917 -0.027
C -3.73300 -3.40416 -0.69174 -0.082
N -3.12832 -0.54947 1.56387 0.006
N -3.68406 0.54461 1.74462 0.059
C -2.98269 1.44060 2.63030 -0.437
C -2.19953 0.89690 3.66250 -0.144
C -1.47483 1.74818 4.47359 -0.144
C -1.53845 3.11982 4.22584 -0.137
C -2.35028 3.60711 3.20881 -0.189
C -3.14622 2.80639 2.35651 -0.071
H -5.47869 -3.82675 -1.86732 0.089
H -6.69055 -1.80864 -1.10870 0.093
H -5.61235 -0.24299 0.50739 0.098
H -2.13940 -2.67977 0.57469 0.081
H -3.18699 -4.27674 -1.03065 0.087
H -2.18694 -0.17510 3.83064 0.089
H -0.86652 1.34416 5.27464 0.088
H -0.95723 3.80447 4.83932 0.082
H -2.36991 4.69053 3.07978 0.056
N 0.20243 -2.31306 -1.72402 0.148
C -0.16999 -3.61478 -1.67551 -0.351
C -0.81915 -4.17454 -2.79783 -0.057
C -1.19184 -5.49817 -2.83390 -0.125
C -0.92519 -6.33303 -1.75103 -0.126
C -0.28787 -5.79756 -0.64436 -0.098
C 0.09501 -4.45636 -0.56533 -0.306
P 0.76173 -3.71660 0.98030 1.136
C 2.57203 -3.76309 0.74024 -0.375
C 3.15413 -3.77324 -0.52280 -0.073
C 4.52869 -3.64440 -0.66606 -0.080
C 5.34137 -3.52410 0.45016 -0.097
C 4.77027 -3.51810 1.71614 -0.095
C 3.39600 -3.62286 1.85827 -0.117
C 0.52810 -5.10696 2.16492 -0.385
C 1.41928 -6.16996 2.31965 -0.104
C 1.16645 -7.18097 3.23491 -0.096
C 0.01216 -7.14966 4.00737 -0.109
C -0.88109 -6.09851 3.86510 -0.094
C -0.61882 -5.08055 2.95765 -0.094
H -0.12973 -1.76748 -2.50145 0.085
H 0.73051 -1.78653 -1.01623 0.029
H -1.02779 -3.52663 -3.64265 0.103
H -1.69816 -5.88374 -3.71161 0.093
H -1.21343 -7.37624 -1.76522 0.085
H -0.09766 -6.44282 0.20324 0.089
H 2.52837 -3.84515 -1.40368 0.101
H 4.96060 -3.61145 -1.65818 0.101
H 6.41187 -3.40767 0.33433 0.094
H 5.39315 -3.40458 2.59545 0.096
H 2.95670 -3.58441 2.84968 0.108
H 2.31769 -6.19964 1.71525 0.107
H 1.87021 -7.99779 3.34388 0.095
H -0.18545 -7.93922 4.72256 0.091
H -1.77943 -6.06073 4.46876 0.097
H -1.30968 -4.25154 2.86242 0.099
C 2.53441 1.80960 -2.49323 -0.041
C 1.46772 0.94267 -2.66962 -0.137
N 0.20522 1.34702 -2.81183 0.051
C -0.02893 2.66081 -2.76119 -0.106
C 0.97087 3.60816 -2.59800 -0.233
C 2.28087 3.16435 -2.44900 -0.021
C 0.63451 5.04331 -2.48178 -0.007
C 0.87666 6.01223 -3.36603 -0.035
C 1.47681 5.90562 -4.70426 -0.253
C 1.69314 4.71559 -5.40424 0.011
C 2.25063 4.80965 -6.66124 -0.139
N 2.58657 5.97037 -7.22944 0.054
C 2.33262 7.04170 -6.48758 -0.237
N 1.79847 7.07829 -5.27613 0.110
H 3.51105 1.39750 -2.28512 0.105
H 1.64794 -0.12534 -2.63906 0.097
H -1.06937 2.96393 -2.82837 0.111
H 3.07203 3.87005 -2.22990 0.129
H 0.16269 5.33304 -1.54694 0.128
H 0.62283 7.03249 -3.10356 0.100
H 1.43862 3.75559 -4.98445 0.101
H 2.43813 3.91367 -7.24355 0.104
H 2.59030 8.00183 -6.92461 0.095
C -3.57302 -0.49089 -4.37528 -0.032
C -3.71137 0.44868 -3.22485 -0.326
C -4.79300 1.12061 -2.70251 -0.016
C -4.29726 1.81997 -1.57205 -0.365
N -3.00474 1.58018 -1.42023 0.088
N -2.66732 0.75909 -2.43310 0.021
C -5.03832 2.70699 -0.62926 -0.061
H -4.44851 -0.43099 -5.02090 0.070
H -3.47952 -1.52328 -4.02868 0.068
H -2.69069 -0.25486 -4.97428 0.073
H -5.80801 1.09376 -3.06680 0.096
H -1.68043 0.55435 -2.57529 0.095
H -5.22191 3.68497 -1.08552 0.066
H -4.46764 2.85174 0.29509 0.013
H -6.00993 2.27314 -0.37804 0.065
```

The orbital gap is 5.2 eV. Its HOMO energy is -0.0589 Ha. As for the multiplicity: 1. The calculated total energy is -88805.9247 eV. As for the total charge: -2.


Entry 4:
Below is 2 unconnected molecules or ions with the total composition C4H11N2O, with properties calculated with ωB97M-V with the def2-TZVPD basis set.

```
18
Properties=species:S:1:pos:R:3:lowdin_charge:R:1
C 2.01961 0.89330 -0.00877 -0.051
C -0.38647 -1.76646 -1.28659 -0.009
C 0.34989 -0.80706 -0.35617 -0.178
C -1.54382 0.98550 0.68241 -0.300
N 1.27196 -0.02357 -0.82553 -0.021
N -1.74428 0.59829 1.93329 0.200
O -1.16701 0.38715 -0.31623 0.008
H 2.40845 0.40947 0.96637 0.133
H 2.91357 1.31723 -0.61091 0.131
H -0.22339 -1.35009 -2.38257 0.137
H -1.40836 -1.78169 -1.07740 0.057
H -0.05160 -2.79742 -1.43947 0.097
H 0.38487 -1.08421 0.67597 0.144
H -1.67657 2.05884 0.60126 0.150
H -1.67741 -0.26979 2.31511 0.079
H 1.10684 0.27336 -1.82333 0.192
H -2.00986 1.19404 2.74512 0.160
H 1.43360 1.76312 0.20743 0.071
```

The orbital gap is 11.5 eV. Its HOMO energy is -0.5446 Ha. As for the multiplicity: 1. The calculated total energy is -9346.6377 eV. As for the total charge: +1.


Entry 5:
Below is a molecular structure, C5H12N2, with properties calculated with ωB97M-V with the def2-TZVPD basis set.

```
19
Properties=species:S:1:pos:R:3:lowdin_charge:R:1
C 2.03169 -1.51867 0.34895 -0.011
C 2.52039 -0.14136 0.50040 -0.431
C -1.60662 1.35684 -1.00880 -0.101
C -1.10648 -0.25154 1.16931 -0.102
C -2.33316 0.09473 -0.50627 -0.310
N -2.35342 -0.04198 0.99992 -0.027
N 2.47907 0.89956 -0.24534 0.034
H 2.50179 -2.21576 1.02587 0.081
H 1.28429 -0.68774 0.76940 0.072
H 1.64467 -1.86155 -0.60237 0.085
H 3.05323 0.06316 1.43630 0.117
H -0.63452 1.10659 -1.43675 0.062
H -2.18324 1.90786 -1.74992 0.065
H -0.34217 0.39894 1.62493 0.083
H -0.72196 -1.26615 0.97050 0.073
H -3.36305 0.18967 -0.85894 0.093
H -2.03000 -0.82749 -1.03220 0.103
H 2.66428 0.74668 -1.23371 0.039
H -1.50478 2.04821 -0.17127 0.074
```

The orbital gap is 8.2 eV. Its HOMO energy is -0.3031 Ha. As for the multiplicity: 1. The calculated total energy is -8353.2313 eV.


Entry 6:
Below is 3 unconnected molecules or ions with the total composition C24H57N2O8PSi, with properties calculated with ωB97M-V with the def2-TZVPD basis set.

```
93
Properties=species:S:1:pos:R:3:lowdin_charge:R:1
C 0.47154 -1.53144 -5.64651 -0.074
C -0.82743 -1.65794 -4.83872 -0.387
C -1.73444 -0.43911 -5.07562 -0.056
C -0.62326 -1.98843 -3.34727 -0.327
C -1.97788 -2.22723 -2.66074 -0.069
C 0.09859 -0.91925 -2.52591 -0.248
O 1.40194 -0.63089 -3.02489 -0.228
Si 2.29567 0.58915 -2.36347 0.418
C 1.83187 2.28960 -3.06459 -0.186
C 0.36617 2.51649 -3.17700 -0.352
O -0.22486 2.73802 -4.20575 0.038
C 4.08350 0.21604 -2.73129 -0.258
C 4.60338 -1.01230 -1.96650 -0.250
C 6.07275 -1.33143 -2.25221 -0.260
O 6.92493 -0.70144 -1.28948 -0.074
P 2.06924 0.54950 -0.11285 0.764
C 3.35567 1.77927 0.30963 -0.315
O 0.74879 1.53923 0.19957 -0.389
H 0.91844 -0.54482 -5.50602 0.071
H 0.25179 -1.64404 -6.71189 0.077
H 1.21293 -2.27436 -5.34111 0.078
H -1.36659 -2.52622 -5.24475 0.130
H -1.64446 -0.12294 -6.11733 0.082
H -2.78610 -0.70408 -4.92192 0.073
H -1.48603 0.40845 -4.43349 0.062
H -0.02352 -2.90369 -3.26198 0.146
H -1.86483 -2.73440 -1.70027 0.082
H -2.64617 -2.79419 -3.31121 0.082
H -2.46698 -1.26579 -2.45818 0.080
H -0.52448 -0.01380 -2.47905 0.105
H 0.19369 -1.29966 -1.49738 0.109
H 2.31048 2.48150 -4.03070 0.095
H 2.20716 3.02131 -2.33319 0.083
H -0.18296 2.46297 -2.21728 0.111
H 4.69187 1.10080 -2.49755 0.086
H 4.20182 0.02700 -3.80630 0.089
H 3.98515 -1.88276 -2.20620 0.110
H 4.53999 -0.86060 -0.88304 0.088
H 6.23833 -2.40979 -2.17322 0.112
H 6.34744 -1.00669 -3.26116 0.117
H 7.44778 -0.01990 -1.72077 0.080
H 3.21183 2.07234 1.35057 0.026
H 3.27126 2.66625 -0.32563 0.031
H 4.35062 1.34837 0.17425 0.037
H -0.05737 1.02120 0.09341 0.029
C 5.22640 4.25921 8.01953 -0.118
O 4.07353 3.65943 7.46715 -0.195
C 2.90282 4.46443 7.52232 -0.218
C 2.46138 4.87408 6.13502 -0.219
N 3.40057 5.81474 5.54267 -0.051
C 3.15546 6.12235 4.13874 -0.201
C 3.26927 4.99123 3.12355 -0.234
O 4.58334 4.49686 2.94716 -0.185
C 4.98829 3.50393 3.87019 -0.104
H 6.00834 3.50216 8.03121 0.088
H 5.57440 5.11415 7.42893 0.081
H 5.04751 4.59481 9.04577 0.087
H 3.07581 5.34779 8.14414 0.122
H 2.11114 3.86881 7.98481 0.121
H 1.47978 5.35275 6.20411 0.124
H 2.34219 3.95575 5.54267 0.107
H 4.33839 5.44772 5.64037 0.073
H 3.86221 6.90173 3.84411 0.119
H 2.15319 6.55527 4.05416 0.118
H 2.97343 5.39676 2.15232 0.121
H 2.57821 4.16711 3.34157 0.109
H 4.14760 2.88585 4.19801 0.088
H 5.47482 3.93232 4.75129 0.074
H 5.71506 2.86339 3.36998 0.087
C -5.63311 -2.10653 -1.90386 -0.120
O -4.99468 -3.10044 -1.12846 -0.205
C -5.09668 -2.90070 0.27626 -0.217
C -5.96410 -3.96175 0.91631 -0.219
N -7.35841 -3.80319 0.53175 -0.051
C -8.23743 -4.88748 0.95389 -0.202
C -7.98440 -6.27848 0.38514 -0.230
O -8.23449 -6.38960 -1.00210 -0.178
C -7.15683 -6.04486 -1.84976 -0.102
H -5.36410 -2.28001 -2.94461 0.085
H -6.72432 -2.14722 -1.81537 0.081
H -5.29732 -1.10410 -1.61985 0.088
H -5.48914 -1.90280 0.49281 0.122
H -4.08845 -2.97115 0.69467 0.120
H -5.88669 -3.87043 2.00406 0.124
H -5.54926 -4.93999 0.63462 0.108
H -7.41347 -3.70943 -0.47428 0.072
H -9.25885 -4.60405 0.68947 0.119
H -8.19971 -4.95300 2.04636 0.117
H -8.68508 -6.96219 0.87095 0.121
H -6.97468 -6.64117 0.61474 0.110
H -6.19265 -6.28116 -1.39061 0.088
H -7.16593 -4.98523 -2.12229 0.073
H -7.26062 -6.62795 -2.76459 0.088
```

The orbital gap is 8.6 eV. Its HOMO energy is -0.3027 Ha. As for the multiplicity: 1. The calculated total energy is -62337.8577 eV. The SMILES is CC(C)[C@H](C)CO[Si@](CC=O)(CCCO)P(C)O.COCCNCCOC.COCCNCCOC.